*P*
ORCA calculation (ωB97M-V with the def2-TZVPD basis set) on one molecule with the formula C3H4ClFS.

LUMO level ... 0.71 eV
E_HOMO ... -9.5 eV

Bonds (Å) are listed after each position.
Geometry (Å):
1 F -2.216 -0.690 -0.398  C2 1.394
2 C -0.952 -0.158 -0.648  F1 1.394, C3 1.540, C5 1.489, H7 1.065
3 C 0.197 -0.571 0.291  C2 1.540, S4 1.828, C5 1.502, H8 1.089
4 S 1.846 -0.871 -0.437  C3 1.828, H9 1.319
5 C -0.364 0.823 0.307  C2 1.489, C3 1.502, Cl6 1.701, H10 1.110
6 Cl 0.552 2.087 -0.369  C5 1.701
7 H -0.785 0.034 -1.681  C2 1.065
8 H -0.024 -1.200 1.151  C3 1.089
9 H 2.646 -0.679 0.594  S4 1.319
10 H -0.901 1.225 1.191  C5 1.110



*Q*
ORCA calculation (ωB97M-V with the def2-TZVPD basis set) on one molecule with the formula C3H4ClFS.

LUMO level ... -0.81 eV
E_HOMO ... -9.3 eV

Bonds (Å) are listed after each position.
Geometry (Å):
1 F -0.714 1.763 -0.483  C2 1.423
2 C 0.272 1.342 0.453  F1 1.423, C3 1.495, H7 1.100, H8 1.115
3 C 0.665 -0.051 0.076  C2 1.495, S4 1.649, C5 1.471
4 S 2.260 -0.453 -0.039  C3 1.649
5 C -0.358 -1.073 -0.195  C3 1.471, Cl6 1.729, H9 1.104, H10 1.004
6 Cl -1.992 -0.599 0.117  C5 1.729
7 H 1.145 2.001 0.340  C2 1.100
8 H 0.031 1.381 1.541  C2 1.115
9 H -0.343 -1.265 -1.282  C5 1.104
10 H -0.186 -1.871 0.389  C5 1.004



Most favorable first, least favorable last: *Q*, *P*